Here is a 10-piece molecular cluster, C35H73BBr19ClNO8P2S overall in a non-equilibrium geometry from the OMol25 dataset. Energies are from the ωB97M-V functional and the def2-TZVPD basis.

Computed properties:
F_max in eV/Å: 1.7
Orbital gap in Ha: 0.2389
E_HOMO in eV: -5.280
E in eV: -1428775.8303
Total charge: -1

Last column: Löwdin charge in e.
Atoms and positions in Å:
C  0.83  -6.76  0.22  -0.159
C  2.10  -6.16  -0.40  -0.398
P  2.18  -4.22  -0.43  0.289
S  4.03  -4.28  0.90  0.494
Br  3.68  -4.33  -2.36  0.297
C  0.77  -4.22  -1.75  -0.296
C  -0.55  -3.59  -1.38  -0.781
O  -0.92  -2.56  -1.85  -0.012
Cl  -1.70  -4.39  -0.24  0.672
O  1.19  -4.00  0.91  -0.304
C  1.43  -2.76  1.56  -0.216
B  0.20  -2.35  2.48  -0.513
O  -0.37  -3.40  3.24  0.114
N  -0.34  -1.00  2.64  -0.121
C  -0.11  -0.42  3.97  -0.079
C  -1.79  -1.09  2.35  -0.112
C  2.11  -1.76  0.57  -0.431
C  3.43  -1.10  1.04  -0.172
C  3.55  -0.82  2.56  -0.172
C  4.03  0.61  2.88  -0.197
C  5.13  1.12  1.93  -0.192
C  4.53  2.16  0.97  -0.224
C  5.55  2.97  0.17  -0.199
C  4.78  3.96  -0.75  -0.177
C  4.25  3.26  -1.99  -0.242
O  3.17  3.98  -2.56  -0.186
C  2.16  3.15  -3.09  -0.137
P  1.17  -0.31  -0.14  0.556
O  1.78  0.16  -1.40  -0.300
O  -0.39  -0.64  -0.34  -0.174
O  1.21  0.95  0.91  -0.150
O  2.40  -2.54  -0.59  -0.380
H  0.96  -7.85  0.25  0.065
H  -0.03  -6.60  -0.43  0.026
H  0.64  -6.44  1.24  0.062
H  2.28  -6.57  -1.39  0.043
H  2.93  -6.52  0.21  0.026
H  4.96  -4.95  0.19  -0.210
H  0.58  -5.21  -2.14  0.043
H  1.13  -3.62  -2.58  0.018
H  2.19  -3.01  2.32  0.116
H  0.19  -3.58  4.00  0.024
H  0.82  -0.74  4.42  0.073
H  -0.95  -0.63  4.65  0.078
H  -0.10  0.68  3.87  0.079
H  -2.20  -0.14  2.03  0.011
H  -1.95  -1.79  1.53  0.076
H  -2.32  -1.51  3.21  0.074
H  4.27  -1.69  0.70  0.075
H  3.50  -0.15  0.51  0.070
H  4.28  -1.52  2.96  0.113
H  2.63  -1.00  3.12  0.083
H  4.44  0.58  3.90  0.103
H  3.19  1.30  2.94  0.096
H  5.59  0.29  1.39  0.115
H  5.94  1.61  2.47  0.105
H  3.83  1.70  0.27  0.089
H  3.92  2.84  1.57  0.116
H  6.15  2.33  -0.49  0.115
H  6.20  3.55  0.82  0.104
H  5.34  4.86  -0.97  0.105
H  3.89  4.26  -0.18  0.110
H  5.06  3.20  -2.74  0.124
H  3.94  2.23  -1.78  0.109
H  1.74  3.64  -3.98  0.079
H  1.35  3.01  -2.37  0.028
H  2.53  2.18  -3.41  0.074
H  -0.74  0.19  -0.70  -0.043
H  1.32  0.62  1.81  0.036
Br  -1.16  -0.92  -7.48  0.594
C  -0.76  -2.22  -6.08  -0.717
C  -0.26  -1.56  -4.83  -0.669
Br  1.58  -0.97  -4.99  0.713
H  -0.04  -2.92  -6.50  0.010
H  -1.70  -2.74  -5.89  0.047
H  -0.26  -2.26  -3.99  0.029
H  -0.85  -0.69  -4.55  -0.004
Br  -4.16  1.02  3.75  0.638
C  -3.70  2.91  3.75  -0.693
C  -3.53  3.43  2.34  -0.715
Br  -1.84  2.85  1.56  0.679
H  -2.80  3.01  4.35  0.026
H  -4.52  3.41  4.25  0.029
H  -3.49  4.51  2.34  0.058
H  -4.31  3.08  1.68  -0.013
Br  -6.56  2.39  6.54  0.615
C  -5.67  2.61  8.26  -0.691
C  -4.35  3.32  8.12  -0.689
Br  -2.97  2.15  7.40  0.635
H  -5.57  1.62  8.68  0.050
H  -6.36  3.20  8.86  0.054
H  -3.98  3.64  9.09  0.054
H  -4.41  4.18  7.46  0.049
Br  -2.29  4.79  -3.00  0.589
C  -2.39  3.28  -4.22  -0.684
C  -2.54  1.97  -3.50  -0.636
Br  -0.87  1.42  -2.70  0.864
H  -1.50  3.32  -4.83  0.051
H  -3.26  3.47  -4.85  0.057
H  -2.82  1.18  -4.20  0.061
H  -3.28  2.01  -2.69  0.049
Br  -7.64  2.15  1.71  0.621
C  -7.31  4.06  1.64  -0.699
C  -7.32  4.58  0.23  -0.716
Br  -5.69  4.11  -0.71  0.622
H  -6.36  4.23  2.13  0.032
H  -8.11  4.52  2.22  0.061
H  -7.34  5.67  0.22  -0.050
H  -8.14  4.19  -0.36  0.054
Br  3.31  -2.16  -8.63  0.619
C  4.26  -0.85  -7.53  -0.696
C  5.46  -1.45  -6.85  -0.692
Br  4.96  -2.54  -5.31  0.600
H  3.53  -0.45  -6.83  -0.022
H  4.56  -0.07  -8.23  0.054
H  6.09  -0.67  -6.45  0.054
H  6.04  -2.08  -7.51  0.045
Br  -0.64  -5.36  -4.76  0.701
C  1.04  -4.48  -5.22  -0.697
C  1.60  -5.01  -6.51  -0.694
Br  2.41  -6.77  -6.28  0.606
H  1.71  -4.63  -4.38  -0.007
H  0.81  -3.43  -5.31  -0.050
H  2.40  -4.37  -6.85  0.000
H  0.85  -5.12  -7.29  0.053
Br  -7.74  7.86  -2.36  0.619
C  -6.75  9.29  -1.48  -0.693
C  -5.57  8.75  -0.72  -0.669
Br  -6.13  7.89  0.94  0.665
H  -7.46  9.81  -0.84  0.048
H  -6.42  9.95  -2.27  0.058
H  -4.91  9.56  -0.41  0.059
H  -5.01  8.01  -1.28  0.054
Br  2.40  -6.30  7.46  0.607
C  0.47  -6.19  7.24  -0.700
C  0.08  -5.23  6.15  -0.680
Br  0.27  -3.37  6.72  0.658
H  0.06  -5.91  8.20  0.046
H  0.15  -7.20  6.98  0.058
H  -0.97  -5.35  5.89  0.069
H  0.69  -5.35  5.25  0.053